# 1
Molecular formula: C38H74BeF3O24
Method: DFT, wB97M-V/def2-TZVPD

Values from the calculation:
Spin multiplicity = 1
Net charge = +1

Cartesian coordinates (Å):
Be 3.176 -29.751 -7.125
C 4.289 -28.555 -3.536
O 2.933 -28.512 -3.059
O 4.285 -29.147 -4.843
C 5.110 -27.171 -3.286
F 6.318 -27.272 -4.045
F 4.490 -26.054 -3.681
F 5.483 -26.911 -2.057
C 2.749 -28.730 -1.676
C 1.298 -28.371 -1.247
H 1.179 -27.302 -1.074
H 0.526 -28.731 -1.928
H 1.056 -28.919 -0.337
H 3.485 -28.254 -1.028
H 2.928 -29.778 -1.438
H 4.867 -29.261 -2.940
C 10.999 -27.985 -2.989
C 9.985 -28.572 -3.950
C 10.874 -29.061 -5.153
O 11.986 -29.657 -4.473
C 12.215 -28.940 -3.214
H 10.802 -27.855 -1.925
H 11.393 -27.023 -3.314
H 9.162 -27.924 -4.251
H 9.464 -29.370 -3.419
H 11.210 -28.248 -5.796
H 10.338 -29.600 -5.933
H 13.241 -28.578 -3.158
H 12.153 -29.728 -2.463
C 5.478 -32.028 -1.680
C 6.428 -33.185 -2.097
C 5.428 -34.297 -2.321
O 4.264 -33.629 -2.756
C 4.438 -32.237 -2.660
H 5.913 -31.034 -1.789
H 5.069 -32.196 -0.684
H 7.210 -33.439 -1.381
H 6.994 -32.866 -2.973
H 5.156 -34.750 -1.368
H 5.786 -35.015 -3.059
H 3.528 -31.728 -2.341
H 4.901 -31.779 -3.534
C -1.972 -32.110 1.143
C -3.058 -31.189 0.834
C -2.419 -30.190 -0.131
O -1.271 -30.801 -0.734
C -0.898 -32.003 0.032
H -2.255 -33.161 1.199
H -1.494 -31.877 2.095
H -3.473 -30.553 1.616
H -3.843 -31.720 0.296
H -1.965 -29.431 0.506
H -3.051 -29.782 -0.921
H 0.071 -31.980 0.530
H -0.972 -32.848 -0.652
C 2.878 -28.930 2.229
C 2.170 -30.275 1.967
C 2.859 -31.262 2.936
O 4.233 -30.726 3.064
C 4.310 -29.416 2.470
H 2.520 -28.354 3.082
H 2.863 -28.266 1.365
H 2.393 -30.486 0.921
H 1.090 -30.235 2.109
H 2.858 -32.213 2.404
H 2.264 -31.291 3.848
H 4.803 -29.438 1.497
H 4.809 -28.728 3.152
C 7.237 -27.593 -7.646
O 6.610 -27.379 -8.893
C 5.620 -28.160 -9.318
O 5.125 -29.097 -8.720
O 5.271 -27.841 -10.692
C 4.617 -28.869 -11.371
H 7.491 -28.648 -7.540
H 6.475 -27.384 -6.894
H 7.958 -26.818 -7.386
H 3.695 -29.059 -10.823
H 5.166 -29.809 -11.315
H 4.274 -28.589 -12.367
C 0.649 -26.824 -4.773
O -0.442 -27.319 -5.638
C -0.105 -28.336 -6.514
O 0.937 -28.887 -6.647
O -1.288 -28.606 -7.119
C -1.300 -29.506 -8.257
H 1.011 -27.668 -4.184
H 0.399 -26.079 -4.018
H 1.478 -26.547 -5.425
H -2.369 -29.611 -8.442
H -0.785 -30.444 -8.048
H -0.843 -29.020 -9.119
C 2.400 -25.009 -1.250
O 3.166 -25.182 -0.054
C 3.239 -24.140 0.818
O 2.875 -22.967 0.626
O 3.716 -24.656 1.986
C 4.065 -23.584 2.991
H 2.732 -25.545 -2.139
H 2.543 -23.990 -1.610
H 1.323 -25.044 -1.083
H 4.716 -23.980 3.770
H 3.206 -23.184 3.529
H 4.567 -22.724 2.546
C 7.280 -31.149 -5.619
O 6.725 -32.433 -5.834
C 5.504 -32.605 -6.431
O 4.738 -31.695 -6.680
O 5.390 -33.920 -6.766
C 4.259 -34.446 -7.392
H 6.735 -30.723 -4.777
H 7.157 -30.531 -6.509
H 8.350 -31.170 -5.414
H 3.395 -34.264 -6.753
H 4.350 -35.518 -7.571
H 4.112 -34.043 -8.393
C 4.537 -25.130 -7.550
O 3.461 -25.145 -8.484
C 2.777 -26.266 -8.632
O 3.044 -27.347 -8.025
O 2.021 -26.072 -9.702
C 1.105 -27.105 -10.090
H 5.495 -25.337 -8.028
H 4.446 -25.707 -6.630
H 4.622 -24.133 -7.119
H 0.439 -27.391 -9.277
H 1.649 -28.013 -10.352
H 0.571 -26.734 -10.965
C -0.114 -33.491 -7.629
O -0.043 -33.203 -6.238
C 0.847 -32.314 -5.724
O 1.826 -31.748 -6.371
O 0.406 -31.988 -4.509
C 1.103 -30.981 -3.779
H -0.261 -32.667 -8.328
H -0.858 -34.262 -7.828
H 0.869 -33.884 -7.892
H 0.841 -29.981 -4.125
H 2.182 -31.077 -3.903
H 0.676 -31.065 -2.780


# 2
Molecular formula: C38H76BCl24N5O7P2
Method: DFT, wB97M-V/def2-TZVPD

Values from the calculation:
Spin multiplicity = 1
Net charge = 0

Cartesian coordinates (Å):
C 3.578 -5.347 -4.166
C 1.997 -4.874 -3.898
B 1.848 -3.717 -2.740
O 1.632 -4.210 -1.336
C 1.935 -2.089 -2.958
C 0.599 -1.585 -2.086
C -0.157 -0.289 -2.746
C -0.505 0.745 -1.508
C -0.548 2.330 -1.944
N 0.867 2.886 -1.679
C 1.115 4.141 -2.489
N 1.474 5.297 -1.824
N 1.010 4.096 -4.004
C 1.895 -1.910 -4.594
O 0.894 -1.688 -5.448
O 3.275 -2.101 -5.067
C 4.151 -1.264 -4.180
O 5.433 -1.977 -4.304
C 6.515 -1.087 -4.763
N 7.471 -0.501 -5.440
P 4.136 0.402 -5.156
O 4.269 0.136 -6.733
C 3.363 -1.303 -2.705
C 3.149 0.269 -2.176
N 4.448 0.971 -1.846
C 4.295 2.474 -2.074
P 4.602 -1.963 -1.413
O 5.135 -3.587 -1.743
O 4.066 -1.739 0.227
H 3.655 -6.111 -5.072
H 4.318 -4.444 -4.250
H 3.871 -5.966 -3.189
H 1.471 -5.852 -3.459
H 1.428 -4.643 -4.904
H 2.113 -3.596 -0.688
H 0.826 -1.488 -0.931
H -0.168 -2.496 -2.175
H -1.214 -0.605 -3.203
H 0.446 0.260 -3.588
H 0.378 0.636 -0.731
H -1.481 0.363 -0.981
H -1.241 2.911 -1.165
H -0.894 2.487 -3.055
H 0.992 3.059 -0.645
H 1.613 6.083 -2.521
H 1.861 3.593 -4.399
H 1.057 5.075 -4.409
H 2.865 1.123 -5.003
H 5.149 1.343 -4.665
H 2.559 0.162 -1.144
H 2.425 0.885 -2.879
H 5.230 0.691 -2.480
H 3.774 2.579 -3.140
H 5.393 2.909 -2.226
H 3.701 3.019 -1.224
H 5.250 -4.132 -0.900
H 3.135 -1.376 0.288
Cl -0.749 8.383 -3.823
C -1.356 8.951 -2.248
C -1.772 7.801 -1.344
Cl -3.230 6.969 -1.941
H -2.187 9.639 -2.432
H -0.544 9.515 -1.781
H -2.011 8.180 -0.346
H -0.974 7.058 -1.244
Cl 7.859 -4.102 0.293
C 9.397 -3.901 -0.584
C 9.292 -4.344 -2.035
Cl 9.091 -6.107 -2.187
H 10.169 -4.460 -0.047
H 9.652 -2.839 -0.537
H 10.209 -4.083 -2.570
H 8.452 -3.861 -2.544
Cl -2.942 -3.320 1.236
C -4.073 -2.151 0.508
C -4.282 -2.404 -0.977
Cl -2.824 -2.041 -1.933
H -3.687 -1.144 0.695
H -5.022 -2.256 1.041
H -5.078 -1.755 -1.355
H -4.567 -3.442 -1.173
Cl -1.143 5.923 0.854
C -0.983 4.877 2.287
C 0.471 4.617 2.648
Cl 1.291 3.595 1.442
H -1.522 3.945 2.089
H -1.484 5.392 3.112
H 0.528 4.086 3.603
H 1.036 5.550 2.743
Cl -1.984 4.631 5.269
C -3.538 5.265 5.866
C -4.611 4.189 5.928
Cl -5.115 3.647 4.308
H -3.837 6.096 5.219
H -3.353 5.664 6.868
H -5.504 4.583 6.422
H -4.271 3.313 6.489
Cl -0.255 12.126 -0.019
C -1.809 12.760 0.578
C -2.882 11.684 0.640
Cl -3.386 11.142 -0.981
H -2.108 13.590 -0.069
H -1.624 13.158 1.579
H -3.775 12.078 1.133
H -2.542 10.808 1.201
Cl -1.386 -6.997 -2.225
C -1.900 -7.848 -3.703
C -0.823 -7.836 -4.777
Cl -0.562 -6.207 -5.449
H -2.827 -7.386 -4.057
H -2.124 -8.879 -3.413
H -1.123 -8.477 -5.611
H 0.134 -8.202 -4.392
Cl -0.740 -0.384 3.782
C 0.813 -1.202 3.479
C 1.544 -0.619 2.280
Cl 0.715 -0.980 0.745
H 0.614 -2.270 3.350
H 1.418 -1.075 4.381
H 2.545 -1.054 2.208
H 1.650 0.467 2.361
Cl -5.442 2.649 8.414
C -4.146 1.852 9.341
C -3.642 2.718 10.484
Cl -2.753 4.149 9.902
H -3.342 1.593 8.646
H -4.566 0.922 9.736
H -2.947 2.146 11.105
H -4.462 3.064 11.120
Cl 2.039 3.540 8.932
C 1.432 4.108 10.508
C 1.016 2.957 11.411
Cl -0.442 2.126 10.814
H 0.601 4.796 10.323
H 2.244 4.672 10.975
H 0.777 3.336 12.409
H 1.814 2.214 11.511
Cl -4.524 -9.477 -2.604
C -4.364 -10.523 -1.171
C -2.910 -10.783 -0.810
Cl -2.090 -11.805 -2.017
H -4.903 -11.455 -1.369
H -4.865 -10.008 -0.346
H -2.853 -11.314 0.145
H -2.345 -9.850 -0.715
Cl -8.019 -8.652 -1.360
C -8.617 -7.453 -2.534
C -7.610 -7.182 -3.641
Cl -6.169 -6.321 -3.044
H -8.870 -6.540 -1.987
H -9.538 -7.860 -2.961
H -8.062 -6.547 -4.408
H -7.277 -8.108 -4.119


# 3
Molecular formula: C38H77Cl48N2O4P2
Method: DFT, wB97M-V/def2-TZVPD

Values from the calculation:
Spin multiplicity = 1
Net charge = +1

Cartesian coordinates (Å):
C 2.625 -0.955 0.317
C 1.987 -2.056 -0.617
O 1.727 -1.557 -1.955
P 0.194 -1.016 -2.173
O 0.080 -0.681 -3.608
C -1.052 -2.330 -1.751
C -2.470 -1.798 -2.200
C -3.057 -1.028 -0.984
C -4.363 -0.223 -1.257
P -4.314 1.248 -2.436
C -3.782 0.762 -4.162
C -6.079 1.870 -2.651
C -4.567 0.535 0.164
C -5.708 -0.256 0.855
N -6.641 -0.689 -0.204
O -7.821 0.026 -0.450
C -7.777 1.248 0.085
N -7.688 2.313 0.409
C -5.727 -1.047 -1.356
O -0.176 0.336 -1.326
C 0.850 1.362 -1.373
C 0.197 2.691 -1.855
H 3.048 -0.141 -0.295
H 3.392 -1.478 0.922
H 1.810 -0.583 0.966
H 1.085 -2.423 -0.084
H 2.651 -2.933 -0.727
H -0.773 -3.271 -2.260
H -1.028 -2.429 -0.642
H -2.280 -1.175 -3.093
H -3.125 -2.657 -2.453
H -3.305 -1.799 -0.206
H -2.346 -0.332 -0.500
H -4.406 1.323 -4.889
H -2.719 1.061 -4.264
H -3.897 -0.322 -4.363
H -6.336 2.541 -1.813
H -6.806 1.030 -2.748
H -6.085 2.402 -3.619
H -3.734 0.439 0.883
H -4.703 1.628 0.006
H -5.199 -1.223 1.098
H -6.088 0.043 1.850
H -7.012 -1.608 0.070
H -6.194 -1.181 -2.346
H -5.410 -2.089 -1.094
H 1.714 1.069 -2.003
H 1.208 1.497 -0.322
H -0.210 2.577 -2.885
H 0.981 3.472 -1.894
H -0.654 3.002 -1.219
C 4.260 -4.552 1.670
Cl 5.074 -3.749 0.325
Cl 2.501 -4.527 1.460
H 4.593 -5.584 1.719
H 4.511 -4.037 2.592
C -10.060 0.348 3.511
Cl -9.212 1.092 2.138
Cl -11.814 0.483 3.338
H -9.791 -0.707 3.562
H -9.758 0.852 4.425
C -4.642 0.044 4.720
Cl -3.739 0.813 3.411
Cl -6.385 0.048 4.389
H -4.305 -0.988 4.817
H -4.457 0.587 5.642
C -5.875 6.128 -2.632
Cl -5.662 5.364 -4.214
Cl -6.440 4.970 -1.421
H -4.923 6.536 -2.308
H -6.608 6.924 -2.723
C -7.907 5.132 2.792
Cl -7.758 6.103 1.325
Cl -6.614 5.493 3.943
H -8.865 5.341 3.259
H -7.848 4.082 2.520
C 7.079 -0.802 -1.929
Cl 7.761 -1.832 -0.663
Cl 5.376 -1.190 -2.224
H 7.155 0.235 -1.619
H 7.640 -0.954 -2.848
C 10.853 -4.000 -0.614
Cl 12.357 -3.654 -1.476
Cl 11.136 -4.268 1.109
H 10.181 -3.157 -0.733
H 10.406 -4.894 -1.039
C 12.815 -0.377 0.280
Cl 13.511 -1.401 1.540
Cl 11.110 -0.763 -0.002
H 12.891 0.662 0.591
H 13.366 -0.532 -0.643
C 15.693 -5.466 -0.459
Cl 17.196 -5.136 -1.331
Cl 15.990 -5.717 1.268
H 15.022 -4.621 -0.580
H 15.240 -6.364 -0.873
C 6.608 -1.892 -5.560
Cl 7.866 -0.648 -5.616
Cl 5.966 -2.226 -7.171
H 7.033 -2.805 -5.154
H 5.798 -1.546 -4.923
C -7.444 10.081 1.344
Cl -8.137 11.683 1.069
Cl -7.249 9.192 -0.172
H -6.471 10.194 1.811
H -8.104 9.519 1.996
C -11.917 2.758 0.325
Cl -11.632 4.496 0.470
Cl -13.627 2.359 0.507
H -11.583 2.429 -0.655
H -11.356 2.247 1.099
C -10.693 -3.496 5.027
Cl -9.352 -2.339 4.968
Cl -11.376 -3.769 3.420
H -10.327 -4.442 5.415
H -11.468 -3.101 5.677
C -3.314 6.375 5.078
Cl -4.354 6.050 6.471
Cl -2.091 5.113 4.877
H -3.928 6.414 4.183
H -2.815 7.328 5.227
C 13.697 -3.425 -5.062
Cl 14.387 -4.456 -3.799
Cl 12.001 -3.821 -5.365
H 13.766 -2.389 -4.746
H 14.263 -3.573 -5.975
C -6.299 3.337 8.674
Cl -6.111 2.637 7.061
Cl -6.844 2.131 9.843
H -5.340 3.732 8.998
H -7.032 4.136 8.625
C 14.191 -9.065 -2.325
Cl 13.041 -9.962 -3.322
Cl 14.192 -7.342 -2.733
H 13.914 -9.179 -1.282
H 15.186 -9.465 -2.491
C -11.502 -7.622 4.587
Cl -12.311 -9.035 5.266
Cl -10.486 -6.817 5.795
H -10.876 -7.939 3.759
H -12.253 -6.920 4.238
C -3.529 10.054 0.880
Cl -3.328 9.316 -0.712
Cl -4.090 8.872 2.074
H -2.574 10.453 1.205
H -4.260 10.854 0.808
C -3.286 -1.783 -7.566
Cl -3.355 -2.845 -6.151
Cl -3.152 -0.087 -7.091
H -2.420 -2.049 -8.164
H -4.193 -1.914 -8.148
C 1.273 3.612 2.378
Cl 0.853 1.900 2.230
Cl 0.582 4.537 1.050
H 0.884 3.990 3.318
H 2.353 3.715 2.355
C -3.762 -3.346 3.168
Cl -2.767 -2.642 4.444
Cl -3.160 -2.907 1.557
H -3.752 -4.427 3.265
H -4.778 -2.973 3.275
C 16.954 -4.224 -7.169
Cl 16.216 -2.660 -7.550
Cl 17.134 -5.221 -8.615
H 17.934 -4.052 -6.736
H 16.322 -4.748 -6.458
C 12.934 3.343 2.759
Cl 12.721 2.992 1.037
Cl 14.600 3.066 3.272
H 12.679 4.383 2.937
H 12.277 2.696 3.331


| no. | gap between HOMO and LUMO (eV) | highest occupied orbital energy (eV) |
| --- | --- | --- |
| 1 | 5.51 | -10.993 |
| 2 | 7.94 | -7.859 |
| 3 | 7.25 | -10.279 |